# 1
{"formula": "C7H18N3Pb", "method": "the ωB97M-V functional and the def2-TZVPD basis", "symbols": ["C", "N", "C", "C", "C", "H", "H", "H", "H", "H", "N", "H", "H", "H", "H", "H", "H", "C", "H", "C", "H", "Pb", "H", "H", "N", "H", "C", "H", "H"], "positions_angstrom": [[-1.758777, 1.244131, 2.031652], [0.504663, -0.412759, -3.477779], [-0.720862, 0.806574, 2.879047], [-1.520467, 0.753458, 0.762836], [1.419554, -0.556753, 2.513755], [1.132111, 0.401477, -3.506434], [2.013933, 0.254466, 2.969300], [-1.598027, 1.586759, -1.188842], [2.029536, -1.041397, 1.728110], [1.873479, 1.281364, -0.780855], [-0.379688, 0.000396, 0.834287], [-2.590209, 0.085540, -0.990033], [-2.581221, 1.884295, 2.273300], [-1.449087, -3.519683, -0.150613], [3.519408, 0.301324, -0.442830], [-1.855203, -3.170101, -1.763145], [3.277681, 2.061259, 0.108361], [0.143226, 0.044002, 2.109116], [1.243836, -1.289322, 3.319178], [3.060457, 1.282240, -0.670158], [-0.442350, -0.132704, -3.780537], [0.303004, -1.224413, -0.886363], [3.420982, 1.779520, -1.615677], [-0.591284, 1.044928, 3.921470], [-1.640934, -2.783282, -0.838676], [0.876901, -1.129431, -4.116030], [-2.219297, 0.997083, -0.498384], [-2.380690, -2.150501, -0.510689], [-3.090680, 1.601532, -0.233360]], "forces_ev_per_angstrom": [[-0.4058, 0.2249, -0.4311], [0.3097, 0.3209, -1.3870], [0.4287, -0.1674, 0.0766], [1.1142, -0.5852, 1.6178], [1.0101, -0.2282, 0.8588], [-0.3225, -0.1267, -0.1587], [0.1357, -0.3449, -0.1153], [-0.2509, -0.4440, -0.0606], [-0.6229, 0.2854, 0.1941], [2.4848, -0.4301, 0.3749], [0.5796, 0.0105, 0.5756], [0.3292, 0.4215, -0.0870], [-0.3356, 0.2770, 0.2660], [-0.4114, 0.3223, -0.4462], [-0.4611, 0.6694, -0.2711], [0.0374, 0.3365, 0.6283], [-0.1341, -0.9926, -0.3383], [-1.7909, 0.6729, -0.8408], [0.2120, 0.0074, -0.2508], [-1.7979, 1.7419, -0.4823], [0.7860, -0.2219, 0.3140], [0.9151, -0.5296, -0.6285], [-0.1101, -0.9655, 0.7259], [-0.0066, 0.0612, 0.1757], [-0.6587, -0.6946, 0.6092], [-0.1999, 0.2838, -0.1015], [-0.9691, 0.5496, -0.3316], [0.3717, -0.6183, -0.3171], [-0.2366, 0.1639, -0.1691]], "homo_ev": [-0.085, -0.082], "total_charge": -1}


# 2
{"formula": "C7H18NSi", "method": "the ωB97M-V functional and the def2-TZVPD basis", "symbols": ["C", "H", "C", "H", "H", "C", "C", "N", "H", "H", "H", "H", "C", "H", "C", "H", "H", "H", "C", "H", "Si", "H", "H", "H", "H", "H", "H"], "positions_angstrom": [[-0.790433, -1.124081, -0.281777], [4.138381, 0.737425, -0.002784], [2.500581, -0.912607, -0.523066], [-2.720978, -1.178770, -1.591137], [-3.371751, 0.401080, -1.455477], [0.152768, 2.097613, -0.569509], [-3.139632, -0.513396, -0.855748], [-1.874719, -0.101868, -0.105493], [-0.580115, -1.094197, -1.389796], [-1.408961, 0.633685, 1.939787], [4.841866, -0.719053, -0.441025], [4.042742, -0.611653, 1.129604], [0.615054, 1.483008, 0.517878], [-2.380437, -0.834315, 1.821247], [-2.218315, 0.134787, 1.357518], [-1.440699, 0.685696, -0.446850], [-3.158384, 0.749505, 1.271253], [-3.938836, -1.000624, -0.243547], [3.917803, -0.389124, 0.028766], [-0.240616, 1.971218, -1.517175], [1.019568, -0.434994, 0.538867], [0.254615, 3.233628, -0.374357], [0.854672, -0.706144, 1.964991], [-1.044589, -2.123958, 0.099658], [2.646507, -1.968984, -0.682620], [0.942220, 2.130566, 1.339836], [2.381695, -0.544447, -1.529049]], "forces_ev_per_angstrom": [[2.5693, 0.7256, -0.4860], [-1.1950, -1.2688, -0.1282], [2.0021, 0.6430, 0.7445], [-0.5135, -0.6483, -0.2710], [-0.8204, -0.7614, 0.8395], [1.3676, 4.7641, 3.1289], [1.0785, 1.2283, -1.0520], [-1.3324, -4.0456, 2.9132], [-0.3294, -0.6128, 1.0427], [-0.6168, -0.1426, -0.8811], [-0.4836, -0.8811, -0.4547], [-0.2409, -0.0633, -1.1278], [0.8474, -2.1966, -0.8917], [-0.3318, -0.0302, -0.1320], [-0.4716, 0.9026, -0.4691], [0.5529, 2.7833, -1.0589], [1.0326, -0.5800, 0.8093], [0.9093, 0.8376, -0.4064], [-0.0642, 1.7725, 1.6474], [-0.4631, -1.4870, -1.8126], [-2.2272, 1.1448, -0.7277], [-0.6838, -1.5199, -0.7991], [0.5227, -0.5913, 0.2449], [-0.2719, 0.5010, -0.3334], [-0.3673, -0.6136, 0.3251], [-0.0958, -0.3463, -0.2770], [-0.3737, 0.4860, -0.3869]], "smiles": "C=C[Si@H](CC)C[NH+](C)C", "homo_ev": -13.730, "total_charge": 1}


# 3
{"formula": "C7H19AgClO6P", "method": "the ωB97M-V functional and the def2-TZVPD basis", "symbols": ["H", "O", "H", "O", "H", "H", "O", "P", "C", "H", "C", "C", "H", "C", "H", "H", "O", "Cl", "H", "H", "H", "H", "C", "H", "H", "H", "H", "H", "H", "C", "O", "O", "Ag", "C", "H"], "positions_angstrom": [[-5.575079, 7.707691, 8.683696], [-6.583317, 5.769273, 11.660662], [-7.283348, 7.139791, 4.814072], [-8.561145, 5.645825, 5.562961], [-6.819310, 5.407004, 4.567855], [-10.344132, 5.071100, 4.662966], [-5.627424, 6.356036, 14.043585], [-6.428291, 5.220407, 13.201280], [-6.318817, 7.180483, 14.950310], [-8.958425, 4.603253, 3.748360], [-7.173066, 5.060499, 10.650795], [-6.389876, 6.261463, 6.569819], [-3.261106, 4.033122, 13.426100], [-6.492983, 7.142575, 8.845535], [-5.457179, 6.790195, 6.373291], [-3.718145, 5.235649, 12.313624], [-7.147281, 7.005562, 7.541919], [-9.237278, 6.413331, 9.491349], [-7.583756, 4.105113, 10.977400], [-5.830264, 8.154061, 14.989722], [-6.412912, 6.662582, 15.904785], [-9.431408, 6.319643, 3.867679], [-9.329461, 5.382210, 4.414427], [-7.841871, 5.662668, 10.035841], [-7.345611, 7.428722, 14.681657], [-6.141777, 5.291934, 7.001749], [-6.336276, 6.155133, 9.279693], [-7.186920, 7.706792, 9.468599], [-6.346723, 4.799882, 9.989479], [-7.231723, 6.144789, 5.256111], [-5.361349, 4.018976, 13.074919], [-7.742264, 4.848696, 13.848903], [-8.966616, 6.268268, 7.438866], [-4.011308, 4.246218, 12.664587], [-3.786992, 3.589711, 11.823889]], "forces_ev_per_angstrom": [[0.1569, -0.0662, 0.1174], [1.4092, 1.7123, 4.2182], [-0.2450, -0.0209, -0.2357], [1.2049, -0.6387, -1.5492], [0.5061, 0.2698, -0.0297], [0.1977, 0.0716, 0.5836], [-0.1338, -1.1949, -2.0259], [-2.2466, -0.1406, 0.2817], [-1.0558, 0.6730, 0.6293], [0.6566, -0.0160, 0.1934], [1.0228, -3.0342, -0.8964], [-0.4990, 0.2437, 0.0928], [-0.5487, -0.2757, 0.4930], [0.3582, 0.5993, -1.1307], [0.1110, -0.0066, -0.3232], [-0.8673, 0.3968, 0.0911], [5.1629, 1.6823, -0.3853], [-4.5313, 1.8130, 3.7183], [-0.4888, 0.1240, 0.1636], [0.4376, -0.3222, 0.3101], [0.3926, 0.2843, 0.1434], [0.0150, -0.0021, -0.3541], [-0.9748, 0.5537, -0.7473], [0.8067, -1.0744, 1.4668], [-0.0697, -0.3952, -0.5302], [-0.0639, -0.2638, -0.1344], [0.4641, 1.0099, -0.6793], [0.2755, -0.0800, -0.1548], [0.2198, -0.9200, -0.1315], [0.1073, -0.3781, 1.0210], [-0.1599, 1.0595, 0.3160], [2.7752, 0.4084, -1.3526], [-5.1540, -1.6702, -2.5016], [0.9978, -0.2023, -0.7212], [-0.2392, -0.1995, 0.0433]], "homo_ev": -7.804}


# 4
{"formula": "C7H19BBr6Na3O", "method": "the ωB97M-V functional and the def2-TZVPD basis", "symbols": ["H", "H", "H", "H", "H", "H", "C", "Br", "H", "H", "H", "Na", "C", "Br", "H", "Br", "C", "B", "H", "C", "H", "Br", "O", "C", "H", "H", "Na", "H", "C", "H", "C", "Na", "H", "Br", "Br", "H", "H"], "positions_angstrom": [[-32.356683, 12.106313, 27.037448], [-30.563886, 4.544354, 28.159389], [-26.827779, 8.864982, 23.290597], [-40.136923, 10.368296, 27.177839], [-39.190355, 11.189668, 25.859611], [-30.580955, 9.547880, 31.282066], [-29.846710, 9.924484, 31.994217], [-24.678818, 6.958966, 20.513683], [-40.309838, 12.001073, 26.966318], [-30.413740, 12.058224, 32.051627], [-25.210180, 9.451546, 21.232203], [-33.720749, 10.388755, 22.560467], [-31.584906, 4.886261, 28.328879], [-28.170051, 8.863366, 31.884799], [-32.461256, 4.704016, 26.389441], [-31.985721, 4.478506, 30.135128], [-25.195866, 8.509340, 21.780064], [-39.562302, 11.228742, 26.871733], [-31.485733, 10.730046, 26.461460], [-29.543140, 11.427110, 31.873200], [-30.205744, 9.514862, 32.938362], [-31.979309, 2.355890, 27.059074], [-33.711277, 10.629146, 26.443297], [-32.553273, 4.209833, 27.356611], [-33.553136, 4.153619, 27.786971], [-31.662588, 5.972307, 28.278215], [-37.592836, 8.257712, 25.337092], [-28.965274, 11.687279, 30.986359], [-26.414974, 8.186437, 22.544099], [-38.772380, 11.386481, 27.589634], [-32.422929, 11.023203, 26.934566], [-36.516722, 13.849707, 25.491308], [-32.312750, 10.509787, 27.889749], [-26.228407, 6.465199, 23.500015], [-28.567558, 11.982672, 33.564954], [-27.182805, 8.058128, 21.781161], [-24.415655, 8.634138, 22.530927]], "forces_ev_per_angstrom": [[0.0598, 0.2535, 0.3608], [-0.1113, 0.2840, -0.1237], [0.7550, 0.3377, -0.1315], [-1.9060, -3.8819, 0.8872], [1.7390, -0.3273, -4.7338], [0.4356, 0.2085, -0.5407], [0.4854, -0.3978, 0.1723], [-0.4382, 1.7344, 1.0112], [-2.6195, 3.3230, 0.0361], [-0.1483, -0.3221, -0.7056], [-0.4011, -0.3612, -0.3650], [0.2656, 0.0293, 0.6593], [-0.0636, 0.0063, -0.6080], [-0.4887, 0.2831, -0.4586], [-0.4139, -0.1056, 0.0682], [-0.2126, -0.3304, 0.9305], [1.8846, -0.2542, 0.4947], [0.3644, -0.0717, 0.3455], [-0.0482, -0.3580, -1.0727], [-0.0818, -0.6045, 1.9860], [-0.0873, 1.0235, 0.2315], [-0.2370, 0.2470, -0.0029], [1.1774, 0.3514, -1.2318], [0.9020, -0.1697, 0.4616], [0.0492, 0.1827, -0.4222], [0.1040, -0.0961, -0.2891], [-0.4486, 0.5652, 0.6435], [-0.0437, -0.0024, 0.3171], [-1.7602, -1.2551, -0.7670], [3.3403, 0.6880, 2.7771], [-1.6870, -0.5073, 0.1119], [-0.2681, -0.4311, 0.5399], [0.0196, 0.3494, 0.6707], [-0.2107, 0.5877, -0.1033], [-0.0846, -0.1951, -1.0136], [-0.4367, -0.3902, 0.3656], [0.6149, -0.3928, -0.5010]], "homo_ev": -9.686, "total_charge": 1}


# 5
{"formula": "C7H19N3O3Rb", "method": "the ωB97M-V functional and the def2-TZVPD basis", "symbols": ["H", "H", "O", "Rb", "H", "H", "N", "O", "C", "H", "H", "H", "O", "H", "H", "H", "H", "N", "H", "C", "C", "N", "H", "C", "H", "C", "H", "C", "H", "H", "H", "C", "H"], "positions_angstrom": [[4.173975, 23.426418, 6.966564], [3.427872, 25.223890, 5.482510], [0.384830, 27.445958, 7.499238], [0.784496, 25.184574, 9.323584], [2.942352, 24.176488, 3.284172], [2.374138, 22.220724, 2.265346], [-1.038024, 29.111593, 6.901453], [1.612465, 22.082002, 8.630747], [1.613428, 21.962703, 3.007064], [1.779903, 20.920241, 3.295200], [1.418613, 23.345639, 6.364258], [-1.840387, 28.579417, 7.183682], [1.670711, 22.787843, 4.150177], [1.692678, 25.293862, 4.996361], [2.604692, 21.333616, 7.042387], [1.231665, 20.041699, 8.465758], [3.632173, 21.568247, 8.459270], [1.208733, 29.235413, 6.366245], [0.633194, 22.070247, 2.546276], [2.799094, 23.634216, 4.229298], [0.190752, 28.521442, 6.940810], [2.125291, 24.041681, 6.594954], [0.267348, 20.964691, 9.651657], [3.167965, 23.387259, 7.400164], [0.972606, 29.925816, 5.672501], [1.252431, 20.849330, 9.207996], [3.272398, 24.112438, 8.222895], [2.511143, 24.651359, 5.311638], [3.706567, 23.051105, 4.432480], [2.117432, 28.817092, 6.297910], [1.957401, 20.538773, 9.990797], [2.827041, 22.020928, 7.872298], [-1.244322, 29.910573, 6.326043]], "forces_ev_per_angstrom": [[-0.2185, -0.3622, -0.4534], [-0.2109, 0.2921, -0.1058], [0.0030, -0.3102, 0.4270], [0.0538, 0.0118, -0.5487], [0.0670, -0.1362, 0.0115], [-0.0275, 0.1192, 0.0528], [-0.0905, 0.0712, -0.1739], [0.2572, 0.6904, 0.1918], [0.1678, -0.3405, -0.1535], [-0.0985, 0.0271, -0.0578], [0.0266, 0.0563, 0.0504], [0.1287, -0.2053, 0.0981], [0.0027, 0.3024, 0.0985], [0.0592, 0.1709, -0.0228], [0.3602, 0.2026, -0.1890], [-0.1296, 0.1430, -0.0460], [0.0300, 0.1739, 0.1246], [-0.5801, 0.1682, -0.1048], [-0.0443, -0.0872, 0.0023], [-0.2247, 0.0293, -0.2757], [0.1849, 0.1820, -0.1799], [-0.6944, -0.5425, -0.4500], [-0.0500, -0.0269, -0.0398], [0.3194, 1.9126, 0.0263], [0.1830, 0.0461, 0.0938], [0.1935, -0.4742, 0.1152], [0.3610, -0.6932, 0.5954], [0.6187, -0.4863, 0.7137], [0.0177, 0.0192, 0.0572], [-0.0404, -0.1964, 0.0403], [-0.0123, 0.1586, -0.0438], [-0.8463, -0.9311, 0.0985], [0.2333, 0.0151, 0.0473]], "homo_ev": -11.737, "total_charge": 1}


# 6
{"formula": "C7H19N3O6P2", "method": "the ωB97M-V functional and the def2-TZVPD basis", "symbols": ["H", "H", "C", "H", "P", "O", "H", "H", "P", "H", "H", "H", "C", "H", "N", "O", "C", "C", "O", "H", "H", "H", "H", "N", "C", "C", "H", "O", "C", "O", "H", "H", "H", "N", "H", "O", "H"], "positions_angstrom": [[0.615536, -0.290541, -2.639935], [-2.341530, 0.358025, 1.242989], [0.441809, 0.173369, -1.555077], [-0.990962, 2.256553, 0.361054], [0.239468, -4.840043, -1.977654], [1.709492, -5.273160, -1.854037], [-0.447865, 5.178631, 2.371376], [-0.316521, -0.942493, 2.808152], [-1.501494, -0.639817, 0.580731], [1.183598, -0.382448, -0.840868], [0.242103, 3.952445, 3.252392], [-2.660496, -2.697303, 1.585566], [0.164700, 3.602659, 1.177415], [1.820007, 1.576320, 0.471113], [0.402135, 4.537946, 2.380568], [-0.571406, -5.442146, -0.818444], [-1.153501, -0.065281, -1.206791], [1.692052, 2.353316, -0.394918], [-0.330535, -5.338798, -3.315839], [-1.772611, -3.087447, -0.122520], [2.790310, 2.563964, -0.811364], [-3.456142, -2.120574, -0.065957], [1.978972, 4.208871, 0.434078], [1.139297, 3.698529, 0.024795], [-2.435888, -2.328564, 0.491165], [0.046422, -0.857442, 1.678856], [1.407303, 2.004451, -2.716524], [1.799139, -2.332253, 1.948836], [0.839563, 1.772083, -1.694884], [0.670409, -2.137395, 1.305003], [-0.146934, 2.442777, -1.745370], [2.320892, -1.477998, 2.032185], [0.786209, 0.065531, 1.656431], [-0.946018, 2.799154, 1.251179], [-1.802665, 0.897737, -1.398719], [0.150220, -3.306048, -1.923023], [-1.565066, -0.882609, -1.971961]], "forces_ev_per_angstrom": [[-0.4769, 0.6553, 2.6403], [0.6791, -0.7841, -0.3819], [0.3467, 0.3768, -1.5711], [0.1039, 0.4577, 0.5947], [0.5125, -0.6338, -0.4555], [0.5368, -0.1016, 0.3189], [1.2664, -0.8860, -0.0174], [0.4764, 0.3006, -2.1199], [0.4522, -1.7831, -0.9000], [-1.6708, 0.9096, -1.3536], [0.2589, 0.6984, -1.6469], [0.5492, 0.7253, -2.1762], [-2.1314, -1.8795, 0.5952], [-0.5312, 1.4417, -1.5117], [-1.5445, -1.0492, -1.1214], [-0.6781, -0.1646, 0.8201], [0.1210, -0.0717, -0.9913], [0.9569, -0.5557, -2.0851], [-0.5093, -0.0168, -0.4761], [-0.7531, 1.1683, 0.9276], [-2.3133, -0.3931, 1.0737], [1.9950, -0.3715, 1.0645], [-1.6581, -0.5507, -0.6019], [0.3410, -0.3742, 3.7470], [-0.5329, 0.2127, 0.1446], [-0.1394, -0.1822, 1.4681], [-1.0657, -0.6723, 2.3595], [4.2177, 0.2252, 3.1647], [-0.6857, 0.4004, 0.4963], [-4.2397, 2.8252, -2.4653], [2.0429, -1.4951, 0.0633], [-0.8012, -0.9096, -0.6530], [-1.1920, -1.6844, -0.3075], [4.2911, 2.4830, -1.3618], [1.3336, -1.6035, 0.4852], [-0.5540, 1.9943, 0.1878], [0.9961, 1.2880, 2.0464]], "homo_ev": 2.132, "total_charge": -2}


Record-wise relative energy (zero: lowest compared OMol25 entry of this formula, charge and spin) values, in kJ/mol: 0.0, 313.1, 416.3, 841.3, 53.3, 443.4